2 unconnected molecules or ions with the total composition C5H4F3NO2 at a distorted geometry. Source: the OMol25 dataset; level of theory: the ωB97M-V functional and the def2-TZVPD basis.

Calculated values
ΔE to the lowest compared entry with this formula, charge and spin (kcal per mole): 150.06
HOMO (alpha / beta) (eV): -8.1 / -8.1

Structure (ORCA input):
```
! wB97M-V def2-TZVPD RIJCOSX def2/J DEFGRID3
* xyz 0 1
C 0.7624 -1.4183 0.5205
C 1.9547 -1.6356 0.4191
C 3.4758 2.3091 -0.3656
C -0.6647 -1.2501 0.5770
C 3.3829 -1.5025 0.1234
N 1.1411 1.9034 -0.8251
O 4.5910 2.5178 -0.1326
O 2.2920 2.4671 -0.4501
F 3.7518 -0.9479 -1.0489
F 4.0617 -0.7314 1.0435
F 4.0057 -2.7109 0.2039
H -0.9094 -0.2796 0.3026
H -0.9995 -1.2631 1.6268
H -1.1073 -2.0331 0.0150
H 0.4090 2.4425 -0.3539
*
```

A molecular structure, C26H79HfN6O11 at a distorted geometry. Source: the OMol25 dataset; level of theory: the ωB97M-V functional and the def2-TZVPD basis.

Calculated values
HOMO (eV): -15.1

Structure (ORCA input):
```
! wB97M-V def2-TZVPD RIJCOSX def2/J DEFGRID3
* xyz 3 1
Hf -27.2006 17.0715 -0.3133
C -23.4469 20.0289 -1.3179
C -24.4913 19.0828 -1.9036
O -25.5129 18.6089 -1.0244
H -22.7820 20.3730 -2.1101
H -22.9052 19.5448 -0.5053
H -24.0034 20.8825 -0.9308
H -23.9159 18.3018 -2.4007
H -24.9941 19.5810 -2.7325
O -26.0738 17.9364 1.6780
H -26.4023 18.5225 2.3598
H -25.1280 17.9069 1.8223
O -28.0862 17.9722 -2.3819
H -29.0284 17.9102 -2.5391
H -27.7246 18.2849 -3.2112
O -26.4270 21.1743 0.0407
H -25.7568 20.5066 -0.1051
H -27.2512 20.6878 0.0557
O -26.2460 15.9023 -2.2897
H -26.7046 15.2104 -2.7664
H -25.3190 15.6816 -2.3795
C -22.6476 18.1453 4.3213
C -23.1144 19.0236 3.0942
C -22.0442 20.1800 2.8840
O -22.4409 20.9729 1.7262
C -21.4154 21.8930 1.3376
N -23.1420 18.1095 2.0009
H -22.5843 18.7278 5.2405
H -21.6547 17.7126 4.1988
H -23.3628 17.3502 4.5318
H -24.0642 19.5267 3.2753
H -21.1018 19.6764 2.6684
H -21.8647 20.7930 3.7672
H -21.2866 22.7626 1.9821
H -21.5875 22.2172 0.3113
H -20.4281 21.4314 1.3208
H -23.2289 18.6525 1.1538
H -22.1814 17.7981 1.9792
C -19.8489 19.0886 -0.0757
C -18.9273 18.6082 1.0575
C -19.0773 17.1335 1.5050
O -20.3577 17.0220 2.0869
C -20.8031 15.7344 2.1467
N -17.5632 18.8484 0.4770
H -20.8941 19.0355 0.2289
H -19.7676 18.4098 -0.9247
H -19.6250 20.0841 -0.4590
H -18.9897 19.3254 1.8760
H -18.3438 16.8402 2.2560
H -18.9572 16.5184 0.6131
H -20.7948 15.2742 1.1587
H -21.7887 15.7406 2.6120
H -20.2284 15.1191 2.8390
H -17.2378 18.0082 0.0206
H -16.9728 18.9825 1.2854
C -24.6831 22.4012 4.1368
C -25.6321 22.3412 2.9326
C -27.0567 22.9331 3.1569
O -27.5369 22.0209 4.0773
C -28.5871 22.5447 4.9309
N -24.9471 22.8723 1.7792
H -24.7008 21.5015 4.7520
H -24.9062 23.2811 4.7403
H -23.6154 22.3043 3.9400
H -25.7529 21.2901 2.6706
H -27.6238 22.9222 2.2262
H -27.0412 23.9890 3.4272
H -28.0588 23.3681 5.4116
H -28.9638 21.6998 5.5074
H -29.4539 22.9048 4.3767
H -24.0099 22.4970 1.7489
H -25.2536 22.5219 0.8829
C -27.5923 21.5605 -3.6346
C -26.9918 21.2658 -4.9947
C -27.5496 19.9666 -5.6088
O -27.3237 18.8033 -4.7729
C -26.1662 18.0390 -5.1460
N -27.1991 22.3399 -5.9419
H -27.2871 20.9707 -2.7702
H -28.6772 21.6442 -3.6982
H -27.3084 22.5520 -3.2819
H -25.9342 21.1078 -4.7834
H -27.2810 19.7538 -6.6435
H -28.6082 20.2030 -5.5011
H -25.3117 18.7153 -5.1680
H -26.2478 17.5547 -6.1191
H -25.8846 17.2795 -4.4166
H -26.9119 21.8711 -6.7891
H -28.2084 22.3674 -5.9684
C -22.5964 15.6403 -1.9229
C -22.8197 14.2416 -2.3851
C -22.1522 13.1784 -1.5435
O -22.6884 11.9065 -1.7565
C -22.4376 11.0310 -0.6678
N -24.2703 14.0857 -2.3692
H -22.7883 16.3258 -2.7484
H -21.5254 15.7426 -1.7483
H -23.1342 15.9292 -1.0199
H -22.4227 14.2090 -3.3998
H -22.3042 13.4804 -0.5072
H -21.0634 13.2153 -1.5774
H -21.3830 10.7584 -0.7086
H -22.9639 10.0771 -0.7003
H -22.8128 11.5672 0.2039
H -24.6489 14.1568 -1.4356
H -24.3399 13.1183 -2.6508
C -20.6452 18.9329 -3.6250
C -21.3987 18.8212 -4.9713
C -22.1931 17.4805 -5.3405
O -22.4175 17.4142 -6.7010
C -22.9182 16.1388 -7.1169
N -22.4032 19.9553 -4.9528
H -19.7825 18.2685 -3.6728
H -21.2233 18.6649 -2.7406
H -20.2091 19.9311 -3.5864
H -20.6212 19.0065 -5.7125
H -23.1635 17.6117 -4.8617
H -21.7789 16.5834 -4.8802
H -23.3824 15.6839 -6.2418
H -22.1674 15.4553 -7.5133
H -23.6316 16.2746 -7.9297
H -23.1386 19.7340 -4.2968
H -22.8892 20.0445 -5.8337
*
```

A molecular structure, C18H37GeN2O3Re at a distorted geometry. Source: the OMol25 dataset; level of theory: the ωB97M-V functional and the def2-TZVPD basis.

Calculated values
ΔE to the lowest compared entry with this formula, charge and spin (kcal per mole): 69.48
HOMO (alpha / beta) (eV): -21.8 / -21.8

Structure (ORCA input):
```
! wB97M-V def2-TZVPD RIJCOSX def2/J DEFGRID3
* xyz 4 3
Re 0.0492 0.1551 0.2083
C -3.6886 -0.0034 -1.3462
C -2.4447 -0.7991 -1.6537
C -2.2107 -1.0553 -3.1151
C -2.2581 -2.0058 -0.7740
O -1.2234 0.2478 -1.2502
Ge -1.5991 2.2078 -1.1611
O 0.2820 1.9535 -0.4286
C 1.4939 2.6401 -1.3318
C 2.2372 1.4662 -1.9127
C 2.2760 3.4681 -0.3562
C 0.7067 3.4367 -2.3434
O -1.2026 0.4345 1.4542
C -0.5909 0.6530 2.9193
C 0.8902 0.3131 2.6989
C -0.8532 2.0986 3.2340
C -1.2998 -0.3456 3.7863
H -4.5557 -0.6339 -1.5660
H -3.8101 0.8688 -2.0007
H -3.7708 0.2805 -0.2930
H -3.0046 -1.7239 -3.4600
H -1.2584 -1.5488 -3.3034
H -2.2788 -0.1488 -3.7175
H -3.0844 -2.6910 -0.9808
H -2.3279 -1.7798 0.2910
H -1.3406 -2.5448 -1.0096
H 2.7552 0.8937 -1.1393
H 3.0241 1.8502 -2.5677
H 1.6054 0.8226 -2.5308
H 2.7827 2.8580 0.3913
H 1.6636 4.2248 0.1326
H 3.0534 3.9916 -0.9207
H 0.1064 2.7952 -3.0110
H 1.3969 3.9567 -3.0157
H 0.1029 4.2270 -1.8826
H 1.4050 1.0179 2.0110
H 1.0324 -0.7490 2.4351
H 1.4965 0.4181 3.6047
H -0.4030 2.7794 2.5077
H -0.3947 2.3206 4.2024
H -1.9200 2.2971 3.3276
H -1.1860 -1.3712 3.4344
H -2.3580 -0.1073 3.8790
H -0.8566 -0.2873 4.7852
N 1.1017 -1.4331 0.1030
C 1.7793 -2.4278 0.0872
N 2.4706 -3.4545 0.0658
C 3.5989 -3.7363 1.0891
C 4.8692 -4.0924 0.3490
C 4.6863 -5.1935 -0.6889
C 3.5391 -4.9129 -1.6516
C 2.2343 -4.5945 -0.9568
H 3.1842 -4.5517 1.6841
H 3.6845 -2.8368 1.6959
H 5.5481 -4.4445 1.1320
H 5.3208 -3.1951 -0.0791
H 4.5602 -6.1652 -0.2062
H 5.6036 -5.2479 -1.2759
H 3.3250 -5.8151 -2.2331
H 3.7870 -4.1277 -2.3692
H 1.8517 -5.4025 -0.3308
H 1.4542 -4.2386 -1.6275
*
```